No. 1
Molecular formula: C5H12O2
Method: DFT, ωB97M-V/def2-TZVPD

Element x y z (Å)
C: 0.06 0.04 0.02
C: 0.79 0.21 -1.33
C: 0.88 -0.95 0.87
C: -1.35 -0.51 -0.21
C: -0.02 1.39 0.73
O: 0.19 1.14 -2.19
O: 0.37 -1.16 2.16
H: -0.69 0.83 -2.42
H: -0.51 -1.55 2.09
H: 0.87 -0.77 -1.82
H: 1.80 0.58 -1.15
H: 1.89 -0.56 1.01
H: 0.96 -1.91 0.33
H: -1.94 0.18 -0.82
H: -1.31 -1.48 -0.72
H: 0.98 1.78 0.90
H: -0.57 2.10 0.13
H: -1.88 -0.63 0.73
H: -0.51 1.28 1.70

Values from the calculation:
**SMILES**: CC(C)(CO)CO
**Energy relative to the best compared isomer or geometry (same formula, charge and spin)**: 76.4 kJ/mol
**LUMO level**: 0.645 eV
**HOMO level**: -10.10 eV
**Orbital gap**: 10.75 eV

No. 2
Molecular formula: C4H11NOS
Method: DFT, ωB97M-V/def2-TZVPD

Element x y z (Å)
C: -0.70 0.09 -1.86
S: 0.62 -1.30 -1.85
H: -0.86 0.12 -3.00
H: -1.81 -0.18 -1.77
H: -0.24 0.72 -1.20
C: 0.33 -2.73 -0.61
H: 1.43 -3.13 -0.57
H: -0.27 -3.54 -0.92
H: 0.04 -2.54 0.39
C: -0.23 0.69 2.85
C: -0.01 1.41 1.50
O: 0.96 1.54 0.82
N: -1.18 2.03 1.01
H: -1.19 0.90 3.47
H: 0.50 0.58 3.66
H: -1.02 2.89 0.38
H: -1.95 2.04 1.58
H: -0.35 -0.32 2.61

Values from the calculation:
**SMILES**: CC(N)=O.CSC
**Energy relative to the best compared isomer or geometry (same formula, charge and spin)**: 254.4 kJ/mol
**LUMO level**: 0.737 eV
**HOMO level**: -8.30 eV
**Orbital gap**: 9.04 eV

No. 3
Molecular formula: CH6NO2
Method: DFT, ωB97M-V/def2-TZVPD

Element x y z (Å)
N: 0.56 -1.24 -0.06
C: 0.30 -0.09 -0.91
O: -1.01 0.31 -0.77
H: 0.82 -1.15 0.91
H: -0.18 -1.87 -0.31
H: 1.07 0.67 -0.79
H: 0.49 -0.38 -1.94
H: -0.72 0.77 0.58
H: -0.97 1.84 1.77
O: -0.38 1.13 1.51

Values from the calculation:
**Energy relative to the best compared isomer or geometry (same formula, charge and spin)**: 82.3 kJ/mol
**2S+1**: 2
**LUMO level (spin up / spin down)**: 1.029 / -2.629 eV
**HOMO level (spin up / spin down)**: -10.51 / -10.13 eV
**Orbital gap (spin up / spin down)**: 11.54 / 7.50 eV
**Expectation value of S²**: 0.756

No. 4
Molecular formula: C3H4BrFO
Method: DFT, ωB97M-V/def2-TZVPD

Element x y z (Å)
C: 0.20 1.09 -1.00
C: 1.66 1.67 -1.12
C: -1.70 -0.10 1.90
O: -0.39 0.58 -1.92
F: 2.72 0.74 -0.96
Br: -0.09 0.15 1.24
H: 2.03 2.29 -0.34
H: 1.80 2.14 -2.09
H: -2.33 -0.91 1.67
H: -2.28 0.55 2.59

Values from the calculation:
**Energy relative to the best compared isomer or geometry (same formula, charge and spin)**: 505.0 kJ/mol
**LUMO level (spin up / spin down)**: -0.542 / -0.026 eV
**HOMO level (spin up / spin down)**: -7.86 / -8.26 eV
**Orbital gap (spin up / spin down)**: 7.31 / 8.24 eV

No. 5
Molecular formula: C4H11BClF4NdRh
Method: DFT, ωB97M-V/def2-TZVPD

Element x y z (Å)
Nd: 0.22 -0.55 1.31
Cl: -0.33 1.40 -0.33
C: -2.02 -0.73 1.71
H: -1.88 -1.20 2.69
H: -2.52 -1.36 0.98
H: -2.40 0.29 1.79
Rh: 0.47 -0.23 -1.79
C: 2.40 0.30 -2.28
C: -0.77 -0.41 -3.42
C: 0.36 -1.85 -0.66
H: -1.14 -1.44 -3.42
H: -1.60 0.31 -3.35
H: -0.15 -0.22 -4.30
H: 3.05 -0.51 -1.92
H: 2.43 0.36 -3.38
H: 2.68 1.26 -1.82
H: -0.51 -2.52 -0.59
H: 1.40 -2.14 -0.36
F: 0.04 0.97 2.75
B: 0.06 1.92 3.91
F: 1.40 2.03 4.21
F: -0.51 3.07 3.41
F: -0.69 1.28 4.88

Values from the calculation:
**Energy relative to the best compared isomer or geometry (same formula, charge and spin)**: 50.4 kJ/mol
**2S+1**: 8
**LUMO level (spin up / spin down)**: 1.984 / 1.795 eV
**HOMO level (spin up / spin down)**: -2.95 / -5.10 eV
**Total charge**: -1
**Orbital gap (spin up / spin down)**: 4.94 / 6.90 eV
**Expectation value of S²**: 15.764

No. 6
Molecular formula: C11H14N2O
Method: DFT, ωB97M-V/def2-TZVPD

Element x y z (Å)
C: -2.30 -0.21 -0.18
C: 0.54 -2.69 0.15
C: 0.61 -2.96 1.55
C: -0.39 -1.89 -0.42
C: -1.35 -1.21 0.42
C: -0.31 -2.44 2.38
C: -1.31 -1.53 1.84
O: 1.58 -3.83 2.02
H: 1.10 -3.29 -0.49
H: -0.69 -1.86 -1.50
H: -0.30 -2.71 3.45
H: 1.44 -4.05 2.96
H: -3.39 -0.31 -0.06
H: -2.43 -0.51 -1.16
H: -1.91 -0.76 2.33
H: -2.02 0.87 -0.07
C: 0.56 4.37 -0.82
C: 1.02 0.94 -2.31
C: 0.91 2.90 -1.27
C: 1.28 1.97 -0.35
N: 0.69 2.21 -2.54
N: 1.24 0.68 -0.97
H: 0.96 0.23 -3.11
H: 1.54 -0.17 -0.59
H: 1.47 2.05 0.72
H: 0.55 5.00 -1.64
H: 1.32 4.86 -0.06
H: -0.40 4.34 -0.29

Values from the calculation:
**SMILES**: Cc1ccc(O)cc1.Cc1c[nH]cn1
**Energy relative to the best compared isomer or geometry (same formula, charge and spin)**: 294.3 kJ/mol
**LUMO level**: 0.675 eV
**HOMO level**: -8.59 eV
**Orbital gap**: 9.27 eV

No. 7
Molecular formula: C29H50CuF6N8O11S2
Method: DFT, ωB97M-V/def2-TZVPD

Element x y z (Å)
Cu: 1.68 0.13 0.65
C: 1.61 2.85 4.34
F: 2.24 3.56 5.25
F: 1.60 1.55 4.76
F: 0.31 3.23 4.32
S: 2.27 2.98 2.63
O: 3.64 2.63 2.85
O: 1.45 1.99 1.96
O: 1.98 4.33 2.21
C: -2.87 -2.13 -4.62
F: -1.79 -2.86 -4.92
F: -2.84 -1.07 -5.42
F: -4.01 -2.82 -4.90
S: -2.92 -1.70 -2.79
O: -2.66 -2.91 -2.04
O: -1.84 -0.74 -2.65
O: -4.30 -1.20 -2.70
N: -0.49 5.00 0.50
C: -1.77 4.39 0.38
C: -2.48 5.18 -0.54
C: -1.66 6.25 -0.95
C: -0.42 6.08 -0.31
H: 0.31 4.67 1.00
H: -2.04 3.61 1.11
H: -3.55 5.09 -0.79
H: -1.99 7.21 -1.41
H: 0.48 6.64 -0.47
N: -4.95 0.76 -0.96
C: -6.04 0.12 -0.43
C: -6.86 1.04 0.16
C: -6.22 2.31 0.03
C: -5.06 2.13 -0.69
H: -4.34 0.40 -1.68
H: -6.22 -0.86 -0.68
H: -7.80 0.83 0.69
H: -6.55 3.27 0.35
H: -4.31 2.88 -1.01
N: -1.47 -5.10 -0.60
C: -0.12 -4.89 -0.56
C: 0.51 -5.97 -0.02
C: -0.45 -6.88 0.40
C: -1.68 -6.36 -0.03
H: -2.09 -4.46 -1.00
H: 0.23 -4.04 -1.19
H: 1.56 -5.99 0.07
H: -0.30 -7.86 0.95
H: -2.71 -6.65 0.28
C: 1.28 -1.81 -1.53
O: 1.98 -1.79 -0.51
N: 1.82 -2.17 -2.72
C: 1.09 -2.14 -3.96
C: 3.14 -2.85 -2.67
H: 0.23 -1.53 -1.55
H: 0.15 -1.72 -3.68
H: 0.92 -3.10 -4.47
H: 1.60 -1.43 -4.68
H: 3.56 -2.74 -3.65
H: 3.75 -2.39 -1.92
H: 2.85 -3.92 -2.51
C: 0.35 1.34 -1.68
O: 1.33 1.32 -0.87
N: -0.05 2.34 -2.48
C: -1.33 2.27 -3.17
C: 0.70 3.64 -2.43
H: -0.41 0.51 -1.67
H: -1.79 1.32 -2.99
H: -1.14 2.43 -4.29
H: -2.03 3.07 -2.87
H: 1.41 3.88 -3.26
H: -0.01 4.39 -2.25
H: 1.26 3.66 -1.50
C: -1.16 0.45 1.26
O: -0.32 -0.29 0.69
N: -2.37 0.12 1.58
C: -3.35 1.04 2.16
C: -2.77 -1.18 1.16
H: -0.98 1.50 1.51
H: -3.53 0.81 3.19
H: -4.31 0.86 1.61
H: -3.00 2.08 2.00
H: -2.59 -1.89 1.92
H: -3.84 -1.23 0.91
H: -2.24 -1.50 0.24
C: 1.62 -2.27 2.24
O: 2.04 -1.12 2.17
N: 2.24 -3.13 3.09
C: 1.49 -4.31 3.44
C: 3.29 -2.60 4.00
H: 0.83 -2.62 1.57
H: 2.13 -5.17 3.54
H: 0.76 -4.51 2.67
H: 0.98 -4.23 4.42
H: 2.77 -1.98 4.80
H: 3.71 -3.51 4.47
H: 3.99 -1.97 3.53
C: 4.48 0.75 1.39
O: 3.62 0.72 0.50
N: 5.74 1.19 1.17
C: 6.35 1.88 2.31
C: 6.16 1.55 -0.20
H: 4.29 0.40 2.41
H: 5.81 1.64 3.23
H: 6.34 2.95 2.22
H: 7.38 1.52 2.25
H: 5.45 2.19 -0.66
H: 7.09 2.07 -0.26
H: 6.21 0.63 -0.73

Values from the calculation:
**2S+1**: 2
**LUMO level (spin up / spin down)**: 0.269 / -0.670 eV
**HOMO level (spin up / spin down)**: -8.11 / -8.11 eV
**Orbital gap (spin up / spin down)**: 8.38 / 7.44 eV
**Expectation value of S²**: 0.752

no.,DFT total energy (hartree),maximum force (eV/A)
1,-348.17573,0.62
2,-687.11244,6.39
3,-246.82975,2.78
4,-2865.63744,2.94
5,-1715.57448,1.90
6,-612.23866,3.79
7,-5436.81494,3.82